ORCA calculation (ωB97M-V with the def2-TZVPD basis set) on 9 unconnected molecules or ions with the total composition C48H76F17N9O12 at a distorted geometry.

Calculated values
* E_HOMO: -8.49 eV
* calculated total energy: -4968.110860 Eh
* molecular weight: 1294.153 g mol⁻¹
* total charge: 0
* largest force on an atom: 0.0221 Eh/bohr
* structure (SMILES): CCCCON1C(=O)c2ccc(CCC(F)(F)C(F)(F)C(F)(F)C(F)(F)C(F)(F)C(F)(F)C(F)(F)C(F)(F)F)c(CCO)c2C1=O.CNC(C)=O.CNC(C)=O.CNC(C)=O.CNC(C)=O.CNC(C)=O.CNC(C)=O.CNC(C)=O.CNC(C)=O

XYZ file:
```
162
Properties=species:S:1:pos:R:3:forces:R:3
C 5.381857 2.931626 4.437638 -0.3002 0.1761 0.1992
C 6.322062 3.639155 5.410581 -0.1529 -0.3376 -0.0185
C 7.793155 3.614827 5.012255 -0.0414 -0.0618 -0.3849
C 8.004987 4.121656 3.600956 -0.7123 0.2223 0.4595
O 9.396155 4.099566 3.280356 0.6571 -0.0041 -0.1397
N 9.605570 3.715132 1.964553 0.4865 0.0677 -0.2224
C 9.554844 2.335841 1.609818 -0.8453 0.5528 -0.2500
O 10.282503 1.491213 2.012068 0.1978 -0.7462 0.6906
C 8.488343 2.254710 0.567715 -0.0527 -0.1507 -0.3849
C 7.828692 1.143808 0.071040 -0.1564 0.4443 -0.3155
C 6.803288 1.376609 -0.852212 0.3728 0.6487 0.2930
C 6.465974 2.678751 -1.279459 0.3371 -0.4728 0.2254
C 5.304392 2.843377 -2.242744 0.2189 0.5789 0.6087
C 4.109284 3.543125 -1.564298 0.0624 -0.1994 0.0348
C 3.195744 2.611317 -0.792439 0.0286 -0.0945 0.1273
F 3.870891 1.549382 -0.296922 0.0800 -0.0291 0.0363
F 2.695283 3.283034 0.285538 -0.0767 0.0646 -0.0060
C 2.004334 2.029697 -1.621138 0.3077 0.2996 -0.3907
F 2.365271 2.094351 -2.929548 -0.0074 -0.0112 -0.0494
F 1.776221 0.741386 -1.353602 -0.1642 -0.0632 0.2207
C 0.678744 2.834944 -1.513332 -0.1001 -0.4273 -0.2780
F -0.053917 2.512961 -2.594858 -0.1390 -0.0246 -0.0460
F 0.959036 4.145145 -1.599555 0.0568 0.1660 0.1613
C -0.174265 2.479559 -0.246513 0.3637 0.0650 -0.1572
F -1.063174 1.537626 -0.592553 -0.2376 0.0240 -0.0446
F 0.622739 1.943118 0.687411 0.0626 0.1062 0.1992
C -0.918858 3.654356 0.438295 -0.3648 -0.2061 0.4392
F -1.440426 3.151237 1.583808 -0.0018 -0.1171 0.0440
F -0.055313 4.611285 0.784763 0.1916 0.1273 -0.1574
C -2.119742 4.234409 -0.341282 0.0956 0.0812 -0.1674
F -3.109774 3.331174 -0.328307 -0.1548 -0.0934 0.0749
F -1.778522 4.440248 -1.625002 0.2317 0.1000 -0.0753
C -2.677053 5.584527 0.188092 -0.4913 -0.1846 -0.1012
F -3.718377 5.872835 -0.614791 -0.1541 -0.0283 -0.0775
F -1.772607 6.554109 0.054816 0.2910 0.0782 0.0367
C -3.220337 5.607167 1.641451 0.1817 0.6810 -0.2749
F -4.028105 4.596576 1.888069 -0.1773 -0.4681 0.1132
F -3.900948 6.738482 1.796830 -0.1652 0.2059 0.0407
F -2.217461 5.617465 2.506932 0.2712 -0.2234 0.2853
C 7.193660 3.800321 -0.810870 -0.0411 -0.3271 0.1127
C 6.922232 5.209186 -1.281089 0.6691 -0.0912 -0.2706
C 8.120430 5.813769 -2.032112 0.0420 -0.0433 -0.2276
O 7.678821 6.159678 -3.348602 0.0270 -0.1027 0.1027
C 8.191669 3.543782 0.132412 -0.1417 -0.2404 -0.2652
C 9.071728 4.488377 0.899790 -0.5938 -0.9323 0.2060
O 9.347883 5.621748 0.678160 -0.2139 1.1133 0.0518
H 5.323923 3.419238 3.467596 0.1201 -0.0147 -0.1657
H 5.628836 1.880568 4.304596 0.1709 -0.0734 -0.1053
H 4.371590 2.969864 4.841390 -0.1158 -0.0759 0.0413
H 6.239737 3.119979 6.363619 -0.0142 0.0978 0.2131
H 5.950721 4.650093 5.573238 0.1543 0.1932 -0.0136
H 8.140847 2.582158 5.034926 0.1844 -0.0614 0.1851
H 8.381996 4.213148 5.702298 0.1442 -0.0503 0.1348
H 7.612361 5.140992 3.529954 0.1625 0.1509 -0.1904
H 7.418390 3.507153 2.922099 0.2157 -0.1503 -0.2550
H 8.079891 0.151777 0.412288 0.0116 -0.1034 -0.0155
H 6.235794 0.539132 -1.230426 -0.0731 -0.0400 -0.0447
H 5.634691 3.499893 -3.041989 -0.0584 -0.1674 -0.3604
H 5.025478 1.876251 -2.641998 -0.0669 -0.0652 -0.2200
H 4.470294 4.250956 -0.825827 0.0845 0.1051 0.1221
H 3.521649 4.114848 -2.275599 -0.0920 -0.0155 -0.1109
H 6.119434 5.218694 -2.006360 -0.2872 0.1224 0.0950
H 6.682521 5.861483 -0.445946 -0.2236 -0.0406 0.1453
H 8.934120 5.091586 -2.101128 0.0633 -0.1218 0.0517
H 8.512333 6.684732 -1.516895 -0.0378 0.1585 0.0935
H 8.465418 6.332792 -3.872525 -0.0458 0.0903 -0.1170
C -2.947297 -0.255118 -2.654711 -0.0213 -0.0196 -0.0777
C -3.521569 -1.596149 -2.258535 0.0855 -0.1209 0.2273
O -3.920901 -2.392849 -3.098077 -0.1298 -0.0526 -0.2376
N -3.567874 -1.889487 -0.941422 -0.0668 0.1980 -0.1807
C -3.100831 -1.071305 0.163831 -0.0650 -0.3346 0.0418
H -2.979330 -0.177711 -3.736712 -0.0458 -0.0828 0.0109
H -3.532534 0.558941 -2.224327 0.0874 0.0400 0.0497
H -1.911385 -0.164480 -2.324940 -0.0408 0.0722 0.0335
H -3.973805 -2.790081 -0.732778 0.0540 -0.0296 0.0405
H -2.345980 -1.614927 0.732695 0.0292 0.1170 0.0732
H -3.931604 -0.836339 0.832234 0.0307 0.0751 0.0245
H -2.674520 -0.144644 -0.205976 -0.0318 -0.0364 0.0210
C -0.207368 -3.034079 -1.849627 -0.0896 -0.1013 0.0936
C 1.134868 -3.342442 -2.463831 0.0209 -0.0473 0.0298
O 2.094667 -3.704297 -1.801589 -0.0039 0.0567 -0.0068
N 1.236047 -3.197181 -3.812664 -0.0925 0.1381 0.0351
C 0.201663 -2.795319 -4.748146 0.3052 -0.0879 -0.0296
H -0.152752 -3.196518 -0.776753 0.0959 -0.0055 0.0040
H -0.476973 -1.992077 -2.034261 -0.0631 -0.0049 -0.0347
H -0.975368 -3.690156 -2.268173 -0.0403 0.0634 -0.0154
H 2.151489 -3.410748 -4.174244 -0.0048 -0.0382 -0.0260
H 0.034976 -3.583664 -5.483127 -0.1139 0.0329 -0.0104
H 0.504495 -1.886889 -5.275292 -0.0693 0.0123 -0.0385
H -0.733495 -2.608263 -4.230924 -0.0328 -0.0538 0.0195
C -3.382831 -7.754694 -2.892313 0.1238 0.2689 -0.2005
C -3.199570 -6.262587 -3.018368 0.0195 0.0736 -0.0570
O -2.092159 -5.749322 -3.150831 0.0077 -0.0369 0.0309
N -4.311695 -5.490635 -2.970902 0.2464 -0.1379 -0.0490
C -5.692707 -5.899353 -2.810956 0.1973 0.4030 -0.0367
H -2.409673 -8.232370 -2.942379 0.0317 0.0393 0.0054
H -3.845262 -8.005006 -1.944990 -0.1252 -0.1229 0.0212
H -4.002521 -8.134635 -3.706001 -0.0649 -0.0517 0.0721
H -4.121549 -4.500649 -3.055112 -0.0440 0.1800 -0.0019
H -6.267298 -5.560156 -3.677880 -0.1126 -0.1411 0.0221
H -6.094462 -5.425126 -1.914880 -0.1532 -0.1997 0.0230
H -5.782957 -6.977114 -2.723901 0.0399 -0.0154 0.0109
C 0.203502 1.315136 -5.816694 0.0229 -0.0093 -0.0130
C -0.160125 0.772851 -7.180293 0.0034 -0.0154 -0.0769
O 0.669590 0.636995 -8.062293 0.0397 0.0046 0.0254
N -1.461777 0.437890 -7.395559 0.0588 0.0705 0.1304
C -2.579816 0.530267 -6.477364 0.0121 -0.1254 -0.3109
H 1.266707 1.533297 -5.807474 0.0179 -0.0213 -0.0575
H -0.345790 2.233729 -5.605914 -0.0398 -0.0393 0.0849
H -0.010588 0.580452 -5.038589 -0.0622 0.0658 0.0557
H -1.635856 0.083802 -8.322646 -0.0036 -0.0173 -0.0052
H -3.019591 -0.456546 -6.321553 -0.0350 0.0227 0.1203
H -3.348268 1.189392 -6.885655 -0.0321 0.0328 0.0971
H -2.258149 0.923866 -5.518906 0.0411 0.0244 -0.0279
C -8.156819 -3.265490 -1.811004 0.0680 -0.0374 0.0591
C -8.045053 -3.823783 -0.410082 0.0420 -0.0304 0.0471
O -7.043070 -4.396225 -0.010778 0.0077 0.0893 -0.0488
N -9.118427 -3.665610 0.409632 -0.0235 0.0657 -0.1243
C -10.385067 -3.021123 0.118907 0.1197 -0.1543 0.2677
H -7.233703 -3.462619 -2.346044 0.0454 -0.0038 0.0593
H -8.980388 -3.740421 -2.345506 -0.0410 0.0983 -0.0271
H -8.317446 -2.187394 -1.777651 -0.0894 -0.0079 -0.0679
H -8.983567 -4.058528 1.327591 -0.0054 -0.0094 0.0095
H -10.547569 -2.186974 0.803647 -0.0599 0.0467 -0.0690
H -11.204172 -3.731898 0.239824 -0.0578 0.0523 -0.0679
H -10.399996 -2.644085 -0.897433 0.0147 0.0004 -0.0196
C -0.210845 0.002481 2.780154 -0.0073 -0.0524 -0.0206
C -0.786038 -1.227177 3.442382 0.0521 0.0568 -0.1745
O -1.222229 -2.140996 2.757584 -0.1189 -0.1425 0.1472
N -0.801427 -1.276567 4.793938 0.0445 0.0898 -0.1177
C -0.321380 -0.274144 5.733789 -0.1623 -0.4638 0.0304
H -0.280509 -0.159682 1.709833 0.0138 -0.0047 -0.0104
H -0.773152 0.900262 3.040835 0.0589 0.0253 0.0636
H 0.837294 0.145699 3.044976 -0.0172 0.0746 0.0405
H -1.200591 -2.125424 5.162161 0.0122 -0.0073 0.0257
H 0.462069 -0.704797 6.359414 0.0520 0.1233 0.0199
H -1.136107 0.054463 6.373528 0.0742 0.1409 0.0496
H 0.080081 0.589050 5.215797 -0.0229 0.0097 -0.0284
C -2.363280 3.191101 5.227668 0.0457 -0.0413 -0.0010
C -2.266406 2.895027 6.706889 0.0573 -0.0066 0.0517
O -1.283692 2.360265 7.195527 -0.0421 0.0609 -0.0299
N -3.323311 3.248094 7.483632 -0.0205 0.0151 -0.1336
C -4.562798 3.885887 7.080125 0.1170 -0.0995 0.2878
H -1.448333 2.855287 4.748360 0.0306 -0.0073 0.0506
H -3.208638 2.665276 4.781018 -0.0308 0.0747 -0.0303
H -2.475407 4.261701 5.055450 -0.0686 -0.0018 -0.0570
H -3.197608 3.025572 8.458438 -0.0048 0.0075 0.0137
H -4.680788 4.837717 7.600173 -0.0564 0.0368 -0.0756
H -5.411502 3.247529 7.330356 -0.0547 0.0401 -0.0752
H -4.570391 4.070625 6.011621 0.0162 -0.0049 -0.0190
C -1.480497 -10.200197 -0.028215 -0.0147 -0.0091 -0.0464
C -2.958991 -9.961474 0.164314 -0.0483 0.0249 -0.0655
O -3.732149 -9.905962 -0.778998 0.0042 -0.1677 0.1535
N -3.406852 -9.799558 1.437224 0.1204 -0.0429 0.0011
C -2.641453 -9.825140 2.668901 -0.3201 0.0542 -0.0634
H -1.284851 -10.304465 -1.090577 -0.0608 0.0104 -0.0191
H -0.900960 -9.359292 0.354020 0.0424 -0.0453 0.0445
H -1.167155 -11.113437 0.478998 0.0604 0.0430 0.0475
H -4.400053 -9.640783 1.496709 -0.0065 0.0170 0.0058
H -3.009076 -10.618413 3.322267 0.0932 -0.0090 0.0444
H -2.740383 -8.872315 3.191365 0.0947 -0.0112 0.0425
H -1.591337 -10.001339 2.464987 0.0157 -0.0006 -0.0219
```
Positions in Å, forces in eV/Å.